7 unconnected molecules or ions with the total composition CH16O6, computed with ωB97M-V/def2-TZVPD.

Values from the calculation:
Multiplicity = 1
Electronic energy = -499.129417 Eh
LUMO level = 0.4 eV
ΔE to the lowest compared entry with this formula, charge and spin = 0.612 eV
SMILES string = C.O.O.O.O.O.O
Total charge = 0

XYZ file:
```
23
CH16O6, DFT ωB97M-V/def2-TZVPD
C 1.75844 -1.76259 -0.28576
H 0.71632 -1.61035 -0.59086
H 2.20541 -0.85244 -0.68815
H 2.12453 -2.68081 -0.72618
H 1.88654 -1.74596 0.79272
O -1.36164 1.89824 -0.68145
H -1.11741 1.64251 -1.57197
H -2.15586 1.40822 -0.43695
O 0.89150 1.02333 2.61213
H 1.16511 1.36628 1.76827
H 1.62753 1.25535 3.18987
O -0.82678 -1.22987 2.03468
H -0.27296 -1.86252 1.58053
H -0.29569 -0.48142 2.31281
O -0.47371 0.09115 -2.82659
H -0.02083 -0.21058 -2.02572
H -1.06797 -0.62197 -3.05591
O 1.94650 2.06133 -0.69880
H 1.16747 2.60623 -0.84741
H 1.97444 1.50440 -1.45941
O -3.23179 -0.69240 0.18729
H -2.62206 -0.85098 0.91246
H -4.01707 -0.25514 0.50439
```



A molecular structure, C9H24AsN3SSbSe4V, computed with ωB97M-V/def2-TZVPD.

Values from the calculation:
Multiplicity = 4
Electronic energy = -13945.711581 Eh
Expectation value of S² = 3.769
LUMO level (alpha / beta) = 2.2 / 2.2 eV
ΔE to the lowest compared entry with this formula, charge and spin = 0.000 eV
Total charge = -1

XYZ file:
```
44
C9H24AsN3SSbSe4V, DFT ωB97M-V/def2-TZVPD
V -0.68747 -0.90480 0.54807
C 2.44812 -1.78901 0.95812
C 2.24384 -1.29634 -0.47365
N 1.35533 -0.13093 -0.47677
C 1.87663 1.05906 0.18885
C 0.83526 1.76537 1.07305
N -0.06399 0.86481 1.81251
C 0.38531 0.37964 3.10974
C 1.48423 -0.66889 2.92894
N 1.24404 -1.54260 1.76997
H 3.31232 -1.29654 1.41152
H 2.65647 -2.86041 0.93680
H 1.74142 -2.07035 -1.05160
H 3.21417 -1.08379 -0.94385
H 1.09142 0.07621 -1.43131
H 2.23564 1.80320 -0.53120
H 2.74761 0.79016 0.78763
H 0.20826 2.39532 0.44374
H 1.38062 2.43562 1.75368
H -0.98433 1.28656 1.89735
H -0.47557 -0.08018 3.59155
H 0.75589 1.18971 3.75402
H 1.57767 -1.24930 3.85179
H 2.43859 -0.15541 2.79192
H 0.90578 -2.46195 2.08000
Se -3.42180 -5.15345 0.21081
Sb -1.42185 -3.79562 0.45814
Se -2.22510 -1.97104 2.36488
Se -0.94905 -2.40795 -1.57234
Se 0.45373 -4.73383 1.68542
C -3.13956 0.69422 -2.38863
As -1.39818 1.32398 -1.80953
C -1.73478 3.24038 -2.03689
C -0.44833 1.07308 -3.50865
S -3.01651 -0.36634 1.01482
H -3.38049 1.09826 -3.37473
H -3.89839 1.00877 -1.67161
H -3.15689 -0.39428 -2.41333
H -2.19435 3.45322 -3.00517
H -0.80666 3.81080 -1.96185
H -2.40326 3.60003 -1.25329
H -1.01606 1.51735 -4.32893
H -0.31027 0.01050 -3.71373
H 0.54051 1.53677 -3.47626
```



A molecular structure, C15H24F5N2O5PS5SbSe4W, computed with ωB97M-V/def2-TZVPD.

Values from the calculation:
Multiplicity = 2
Electronic energy = -13816.525127 Eh
Expectation value of S² = 0.762
LUMO level (alpha / beta) = -2.7 / -2.7 eV
ΔE to the lowest compared entry with this formula, charge and spin = 1.971 eV
Total charge = 0

XYZ file:
```
63
C15H24F5N2O5PS5SbSe4W, DFT ωB97M-V/def2-TZVPD
W -0.19179 -0.46398 -0.54795
S -3.55546 -4.15335 -0.74008
Sb -2.72384 -2.66181 0.62071
S -2.34376 -0.36773 -0.73924
S 0.10799 -2.43845 0.20532
Se 2.33153 0.28921 -1.31991
Se 3.17136 2.33786 -1.09819
Se 4.01225 1.24744 1.73252
Se 3.00930 -0.56079 1.13974
F -0.18555 -0.16349 -3.29919
C -0.10006 -1.35569 -2.56880
F 1.11274 -1.90789 -2.86124
C -1.08841 -2.31865 -3.26559
F -2.36735 -1.96530 -3.13800
F -0.80986 -2.36049 -4.57110
F -0.93044 -3.54689 -2.75997
O 3.73623 5.08841 -4.44621
C 2.55689 4.53152 -4.97558
N 1.71000 3.97239 -3.94416
C 0.46453 4.44065 -3.68164
O -0.08026 5.33542 -4.29964
C -0.22327 3.77403 -2.52366
C -1.12580 4.49975 -1.75973
C -1.72224 3.87623 -0.68084
C -1.41250 2.55776 -0.41278
N -0.57331 1.83124 -1.16594
C 0.00504 2.44908 -2.20314
H 4.32430 4.37949 -4.16423
H 2.78758 3.76397 -5.71931
H 1.99911 5.33559 -5.44655
H 2.14039 3.33880 -3.28357
H -1.33550 5.52812 -2.02371
H -2.41581 4.39022 -0.03056
H -1.85265 2.07645 0.44879
H 0.64454 1.85306 -2.83238
C -0.47760 2.85034 5.95864
C 0.21056 2.50518 4.65343
C 1.17873 1.34591 4.76156
O -0.77234 2.30015 3.59070
P -1.69988 1.03357 3.30135
S -3.44177 1.57192 2.61932
S -0.66256 -0.32495 2.18449
O -1.76687 0.35474 4.75184
C -2.92620 -0.35549 5.25487
C -3.09665 -1.67790 4.53492
C -2.69401 -0.52496 6.74098
H 0.25414 3.29018 6.63813
H -0.90006 1.96407 6.42762
H -1.27125 3.57775 5.78997
H 0.74479 3.38803 4.29584
H 0.67147 0.44356 5.10097
H 1.95569 1.60022 5.48460
H 1.64856 1.14220 3.80079
H -3.79765 0.27689 5.07521
H -2.18707 -2.27596 4.62090
H -3.31270 -1.50731 3.48007
H -3.92809 -2.23068 4.97473
H -1.79865 -1.12248 6.92059
H -3.54606 -1.03261 7.19401
H -2.57352 0.44315 7.22611
O 0.85030 2.54326 1.23207
H 1.46129 3.24448 0.98412
H 0.55869 2.69563 2.13958
```



A single C3H3NO molecule, computed with ωB97M-V/def2-TZVPD.

Values from the calculation:
Multiplicity = 1
Electronic energy = -246.003324 Eh
LUMO level = 0.0 eV
ΔE to the lowest compared entry with this formula, charge and spin = 2.401 eV
Total charge = 0

XYZ file:
```
8
C3H3NO, DFT ωB97M-V/def2-TZVPD
C 1.86115 1.02556 -0.08682
C -0.04596 -0.53395 -0.11144
C -1.47904 -0.31300 -0.05733
N 0.91041 0.32462 0.02392
O -2.04886 0.74914 0.07703
H 2.55138 1.57591 0.49256
H 0.28240 -1.56225 -0.19481
H -2.03148 -1.26602 -0.14311
```



A molecular structure, C28H29AsN8O6RhS2Se, computed with ωB97M-V/def2-TZVPD.

Values from the calculation:
Multiplicity = 5
Electronic energy = -7518.131148 Eh
Expectation value of S² = 6.041
LUMO level (alpha / beta) = 2.3 / -0.2 eV
ΔE to the lowest compared entry with this formula, charge and spin = 0.885 eV
Total charge = -1

XYZ file:
```
76
C28H29AsN8O6RhS2Se, DFT ωB97M-V/def2-TZVPD
Rh -0.69513 1.31950 -0.35008
O 3.50474 0.22068 1.56999
As 2.89127 0.74725 -0.07201
O 3.83849 -0.02526 -1.14217
O 1.31227 0.18494 0.11889
C 3.50613 2.58548 0.13527
C 4.73507 2.76012 0.75978
C 5.28555 4.03029 0.83413
C 4.60558 5.12554 0.31200
C 3.38307 4.95504 -0.31707
C 2.85575 3.67934 -0.41651
S 1.36023 3.31228 -1.29541
O 0.35396 3.18381 -0.18687
O 1.08189 4.41176 -2.17675
O 1.65069 2.03229 -1.91826
H 2.71730 -0.00146 2.08572
H 5.24525 1.89677 1.16375
H 6.25346 4.17006 1.29894
H 5.04355 6.11360 0.37940
H 2.83942 5.78565 -0.74840
N 0.68785 2.45763 2.56475
C -0.18854 1.46291 2.78729
N -0.32579 1.03363 4.04845
C -1.18498 0.01585 4.20118
N -1.33115 -0.44759 5.48012
N -1.86788 -0.59671 3.25574
C -1.65241 -0.13525 2.00118
N -0.86230 0.95905 1.74882
C -2.20522 -0.77524 0.87753
C -3.12749 -1.84672 0.97580
C -3.59839 -2.45098 -0.15101
C -3.14647 -1.99442 -1.41183
C -2.25990 -0.94113 -1.45681
N -1.78335 -0.32624 -0.36619
H 1.11464 2.89903 3.35598
H 0.69361 2.88926 1.64825
H -0.99426 0.15097 6.21179
H -2.13039 -1.02713 5.65920
H -3.42555 -2.15184 1.96931
H -4.30461 -3.26993 -0.09174
H -3.48716 -2.45012 -2.33128
H -1.91526 -0.55391 -2.40461
C 2.15217 -7.51690 -0.70845
C 1.83919 -6.06135 -0.91043
C 2.44898 -5.08319 -0.13450
C 2.19851 -3.73196 -0.32580
C 2.86025 -2.71599 0.55289
C 1.30589 -3.34909 -1.34868
Se 1.03559 -1.50659 -1.73818
C 0.64494 -4.32645 -2.11611
C -0.33507 -3.95526 -3.19763
C 0.93011 -5.66058 -1.88525
H 2.77976 -7.66442 0.16922
H 2.68301 -7.91694 -1.57488
H 1.23968 -8.10190 -0.58394
H 3.14215 -5.37425 0.64630
H 3.51246 -3.18890 1.28507
H 2.10480 -2.13061 1.07980
H 3.45016 -2.00711 -0.03477
H -0.90289 -3.06746 -2.91922
H -1.02797 -4.77425 -3.38298
H 0.19485 -3.73408 -4.12744
H 0.42855 -6.41321 -2.48514
C -5.77350 4.88257 -2.11062
C -4.71925 4.04283 -1.45077
C -4.74550 3.79446 -0.07865
C -3.72254 3.00919 0.42806
N -2.77270 2.52088 -0.34533
C -2.81881 2.79333 -1.67311
S -1.54830 2.08695 -2.57211
N -3.77389 3.54571 -2.23683
H -6.45447 5.30919 -1.37494
H -6.34185 4.27530 -2.81636
H -5.30158 5.68439 -2.67852
H -5.52295 4.19029 0.55981
H -3.66332 2.75664 1.48324
```



A single C4H5F2NO molecule, computed with ωB97M-V/def2-TZVPD.

Values from the calculation:
Multiplicity = 1
Electronic energy = -485.082073 Eh
LUMO level = 0.9 eV
ΔE to the lowest compared entry with this formula, charge and spin = 1.055 eV
SMILES string = C[C@@H]1ON=CC1(F)F
Total charge = 0

XYZ file:
```
13
C4H5F2NO, DFT ωB97M-V/def2-TZVPD
C 0.92045 1.34836 -1.35990
C 0.90217 0.29893 -0.30091
O 1.02979 -1.00145 -0.82507
N 0.10326 -1.86000 -0.32028
C -0.70892 -1.30145 0.46766
C -0.43939 0.18072 0.55757
F -0.30841 0.69219 1.80985
F -1.45582 0.91795 -0.00473
H 0.57149 2.28623 -0.99178
H 1.94832 1.42628 -1.73437
H 0.22684 1.09439 -2.12002
H 1.70036 0.48329 0.44839
H -1.57594 -1.90911 0.80773
```



A molecular structure, C22H31BrN5O4SSiV, computed with ωB97M-V/def2-TZVPD.

Values from the calculation:
Multiplicity = 4
Electronic energy = -5637.636307 Eh
Expectation value of S² = 3.779
LUMO level (alpha / beta) = 2.6 / 2.3 eV
ΔE to the lowest compared entry with this formula, charge and spin = 0.000 eV
Total charge = -1

XYZ file:
```
66
C22H31BrN5O4SSiV, DFT ωB97M-V/def2-TZVPD
V 0.66327 -0.03799 -0.56680
O 2.22109 -2.97592 -3.09804
C 1.74680 -2.25348 -2.06614
O 1.06920 -1.20747 -2.29798
C 1.95187 -2.69542 -0.74480
C 2.55132 -3.86851 -0.23325
C 2.47322 -4.10158 1.11239
C 1.78498 -3.20651 1.97888
C 1.24708 -2.07982 1.42763
N 1.36721 -1.81873 0.12180
C 0.40556 -1.02509 2.12973
O 0.13958 -1.11377 3.31157
O -0.01771 -0.09104 1.31764
H 1.97704 -2.48063 -3.89258
H 3.04728 -4.56114 -0.89934
H 2.92847 -4.99398 1.52373
H 1.68528 -3.38817 3.03874
C -3.58130 -0.10070 -0.09388
Si -2.92418 -0.68084 -1.73910
C -4.33284 -1.15644 -2.87567
C -1.92257 -2.23506 -1.43871
N -1.95194 0.62164 -2.39717
C -1.64945 0.86562 -3.74933
C -2.66091 0.89883 -4.71522
C -2.36741 1.12594 -6.05204
C -1.06264 1.35624 -6.46178
C -0.05684 1.36341 -5.50284
C -0.33650 1.12235 -4.16791
H -4.19028 -0.87526 0.38090
H -4.18931 0.80002 -0.20912
H -2.74852 0.13365 0.57442
H -4.83905 -2.02004 -2.43327
H -3.98017 -1.44503 -3.86757
H -5.07074 -0.35921 -2.98935
H -2.60255 -3.04136 -1.14387
H -1.20322 -2.11843 -0.62280
H -1.37711 -2.55169 -2.32962
H -3.68919 0.77190 -4.40791
H -3.17576 1.14393 -6.77377
H -0.83476 1.54311 -7.50342
H 0.96881 1.55813 -5.79362
H 0.46761 1.13002 -3.44468
Br 2.64367 1.34629 -0.95230
C 3.18114 0.79079 6.39215
C 2.15881 0.22427 5.41912
N 1.72021 1.20377 4.43654
C 2.32968 1.35662 3.23437
S 3.79891 0.62201 2.86090
N 1.69161 2.15745 2.35906
C 0.35991 2.72139 2.53776
C 0.36613 4.00657 3.35804
H 3.47747 0.02884 7.11766
H 2.76898 1.64350 6.93627
H 4.06787 1.11646 5.84878
H 1.26450 -0.10573 5.94969
H 2.56694 -0.63973 4.89485
H 0.73076 1.38788 4.44097
H 2.00035 2.12950 1.39661
H -0.31493 1.97365 2.96633
H -0.03219 2.90498 1.53754
H 0.78310 3.84182 4.35306
H -0.64904 4.39362 3.46900
H 0.97187 4.76720 2.86355
N -1.04150 2.28739 -0.97967
C -0.96531 1.09515 -1.40864
H -1.80968 2.79482 -1.43747
```



A molecular structure, C14H33BClI2NO5S2, computed with ωB97M-V/def2-TZVPD.

Values from the calculation:
Multiplicity = 1
Electronic energy = -2860.958389 Eh
LUMO level = 0.0 eV
Total charge = 0

XYZ file:
```
59
C14H33BClI2NO5S2, DFT ωB97M-V/def2-TZVPD
C 2.43603 -0.31582 0.30130
C 1.35436 0.28657 1.21047
B -0.08816 0.26995 0.56686
O -0.38335 -0.58992 -0.47406
N -1.10775 1.21764 1.04525
C -2.34490 0.80092 1.64482
I -2.51488 1.87919 3.53918
I -2.29336 -1.30987 2.16752
C -3.58502 1.18048 0.72714
Cl -3.60762 0.02417 -0.66250
C -4.96096 1.25292 1.38706
C -5.53187 0.06270 2.16729
C -5.97733 -1.17936 1.39270
C -6.87819 -0.89776 0.19639
O -7.19546 -2.06999 -0.53204
C -6.15750 -2.50709 -1.37595
O -3.25831 2.45949 0.27417
C -3.91628 2.95826 -0.87821
H 2.32577 0.06828 -0.71411
H 3.44220 -0.07951 0.63913
H 2.29165 -1.39597 0.23302
H 1.30105 -0.25499 2.16041
H 1.61300 1.32817 1.43464
H -0.59313 -0.13512 -1.29294
H -0.66593 1.93597 1.60006
H -4.91840 2.10552 2.06268
H -5.68964 1.52048 0.62040
H -6.42082 0.44820 2.67902
H -4.85319 -0.23258 2.96782
H -5.12614 -1.78312 1.07631
H -6.56064 -1.80189 2.07610
H -6.44775 -0.15394 -0.48398
H -7.83371 -0.50227 0.55123
H -5.21464 -2.67145 -0.84481
H -5.97327 -1.79426 -2.18925
H -6.47240 -3.45528 -1.80891
H -3.38005 2.66400 -1.78108
H -4.95968 2.64916 -0.94239
H -3.88668 4.04441 -0.80030
C 5.23428 -1.26555 -4.28691
S 4.15661 -1.21979 -2.84950
O 4.84142 -0.37867 -1.83338
C 4.40260 -2.92876 -2.35897
H 5.25377 -0.26492 -4.71326
H 6.23744 -1.55745 -3.97656
H 4.83527 -1.96928 -5.01740
H 5.46306 -3.10278 -2.17699
H 4.02992 -3.58745 -3.14330
H 3.83607 -3.08838 -1.44389
C 7.18992 0.87785 -0.02964
S 6.97991 0.67826 1.73999
O 5.72840 1.38867 2.11309
C 8.34115 1.74822 2.22842
H 6.39110 0.32105 -0.51774
H 7.11588 1.93544 -0.28460
H 8.16076 0.47710 -0.32477
H 8.17910 2.74467 1.81764
H 9.27971 1.32820 1.86642
H 8.35346 1.79295 3.31542
```